Entry from OMol25: a molecular structure, C20H46BClNbO4 at a distorted geometry (ωB97M-V/def2-TZVPD).

Its frontier orbital gap is 6.25 eV. The calculation puts the HOMO energy at -4.241 eV. The calculation puts the calculated total energy at -44413.3086 eV. The LUMO energy is 2.004 eV.

Structure (ORCA input):
```
! RIJCOSX wB97M-V def2-TZVPD def2/J DEFGRID3
* xyz -1 1
C 3.610 -1.927 1.001
C 1.999 -2.242 0.910
C 1.096 -1.269 1.927
C -0.437 -1.322 1.350
C -1.449 -0.181 1.951
C -0.907 1.354 1.880
Nb -1.152 2.424 -0.119
C -1.453 3.791 -1.912
C -0.137 4.084 -2.838
C 0.027 3.026 -4.123
Cl 1.235 3.837 -5.299
C 0.027 4.184 0.844
C -0.946 5.432 1.287
O -2.202 5.341 1.731
O -0.372 6.818 1.222
B 0.851 1.593 -0.864
O 0.883 0.273 -1.587
C 2.332 2.304 -0.650
C 2.946 2.028 0.880
C -2.348 0.732 -1.075
C -2.261 0.696 -2.745
C -3.969 0.952 -0.747
C -4.731 -0.535 -0.717
H 3.970 -1.781 2.114
H 4.182 -2.888 0.589
H 3.954 -1.030 0.322
H 1.838 -3.379 1.214
H 1.693 -2.051 -0.226
H 1.224 -1.722 3.002
H 1.606 -0.213 1.873
H -0.369 -1.369 0.184
H -0.884 -2.375 1.692
H -1.579 -0.439 3.109
H -2.526 -0.355 1.484
H 0.242 1.459 2.181
H -1.489 1.961 2.728
H -2.748 3.080 0.536
H -1.803 4.858 -1.503
H -2.334 3.469 -2.649
H -0.351 5.133 -3.370
H 0.866 4.248 -2.251
H 0.494 1.999 -3.818
H -0.990 2.886 -4.716
H 0.528 3.785 1.845
H 0.829 4.637 0.101
H -0.605 7.245 0.337
H 1.537 0.351 -2.343
H 3.128 1.799 -1.382
H 2.363 3.448 -0.887
H 3.294 0.921 1.036
H 2.205 2.348 1.730
H 3.902 2.716 0.962
H -2.054 -0.350 -0.746
H -1.162 0.702 -3.146
H -2.976 1.476 -3.254
H -2.704 -0.375 -3.034
H -4.445 1.685 -1.539
H -4.112 1.392 0.330
H -4.579 -0.925 0.398
H -5.866 -0.421 -0.997
H -4.131 -1.259 -1.420
C 0.491 -7.051 0.549
C 1.725 -6.426 1.180
C 2.367 -7.366 2.188
O 1.358 -5.213 1.833
H -0.268 -7.272 1.307
H 0.032 -6.359 -0.165
H 0.742 -7.978 0.025
H 2.450 -6.172 0.399
H 1.675 -7.598 3.005
H 3.247 -6.898 2.644
H 2.675 -8.303 1.714
H 0.715 -5.428 2.528
*
```

Entry from OMol25: a molecular structure, C20H46BiO4P4 at a distorted geometry (ωB97M-V/def2-TZVPD).

Its frontier orbital gap is 4.39 eV. The calculation puts the HOMO energy at -15.639 eV. The calculation puts the calculated total energy at -72644.0136 eV. The LUMO energy is -11.248 eV.

Structure (ORCA input):
```
! RIJCOSX wB97M-V def2-TZVPD def2/J DEFGRID3
* xyz 3 1
Bi 0.451 -0.277 0.067
P -2.200 -1.105 1.101
P 1.948 -1.240 2.019
P -0.304 -2.162 -1.655
H 0.694 2.851 -3.247
C -0.208 2.765 -3.865
C -1.450 2.845 -3.357
H -1.545 2.909 -2.262
C -3.085 0.007 2.244
C -2.339 -2.641 2.098
C -3.616 -1.354 -0.048
C 3.632 -0.625 1.635
C 1.661 -0.632 3.721
C 2.076 -3.050 2.221
C -1.470 -1.476 -2.889
C -1.079 -3.746 -1.186
C 1.124 -2.644 -2.667
H -0.045 2.711 -4.942
H -2.383 2.757 -3.933
H -3.278 0.976 1.762
H -2.481 0.199 3.135
H -4.034 -0.464 2.531
H -1.757 -2.524 3.021
H -1.968 -3.501 1.531
H -3.397 -2.795 2.356
H -3.740 -0.444 -0.650
H -4.520 -1.507 0.560
H -3.473 -2.212 -0.711
H 4.363 -1.059 2.331
H 3.669 0.472 1.722
H 3.921 -0.907 0.607
H 2.577 -0.700 4.331
H 0.883 -1.230 4.214
H 1.328 0.414 3.719
H 2.872 -3.309 2.933
H 2.302 -3.532 1.260
H 1.119 -3.453 2.593
H -1.314 -2.023 -3.829
H -1.291 -0.404 -3.060
H -2.506 -1.616 -2.552
H -0.934 -4.440 -2.028
H -2.155 -3.646 -0.996
H -0.592 -4.164 -0.295
H 0.794 -3.244 -3.523
H 1.870 -3.194 -2.072
H 1.618 -1.738 -3.040
C 3.758 -0.252 -2.877
C 5.063 -0.003 -2.430
C 6.106 -0.144 -3.346
C 5.844 -0.468 -4.684
C 4.530 -0.660 -5.116
C 3.467 -0.523 -4.221
O 2.723 -0.463 -1.986
H 2.647 0.006 -1.119
H 5.219 0.285 -1.386
H 7.131 -0.033 -3.002
H 6.664 -0.548 -5.400
H 4.321 -0.943 -6.149
H 2.424 -0.630 -4.542
C -0.907 2.625 4.392
O -1.215 2.358 3.019
P -1.481 3.519 1.840
O -2.045 4.753 2.728
C -3.175 4.741 3.624
O -2.881 2.931 1.115
C -4.045 3.695 0.774
H -0.235 3.487 4.507
H -0.391 1.734 4.768
H -1.828 2.766 4.980
H -3.578 3.731 3.801
H -2.828 5.162 4.573
H -3.956 5.388 3.206
H -4.791 3.631 1.577
H -4.465 3.257 -0.140
H -3.814 4.752 0.585
*
```

Entry from OMol25: a molecular structure, C20H46BrGaIO8 at a distorted geometry (ωB97M-V/def2-TZVPD).

Its frontier orbital gap is 7.35 eV. The calculation puts the HOMO energy at -4.902 eV. The calculation puts the calculated total energy at -168377.1574 eV. The LUMO energy is 2.449 eV.

Structure (ORCA input):
```
! RIJCOSX wB97M-V def2-TZVPD def2/J DEFGRID3
* xyz -1 1
C 3.285 -3.652 2.029
C 2.609 -2.133 2.101
Br 2.870 -1.523 4.030
C 0.994 -2.291 1.859
Ga 0.106 -0.733 0.827
C -1.676 -0.284 1.846
C -2.356 1.114 1.321
O -3.538 1.367 2.210
C 1.318 0.911 0.511
O 0.991 2.097 1.319
C 1.957 2.180 2.465
O 3.218 2.665 1.892
C 4.386 1.893 2.328
C 5.334 1.428 1.030
O 5.094 2.226 -0.181
C -0.396 -1.475 -1.082
C 0.810 -2.395 -1.724
C 0.676 -4.003 -1.428
I 0.648 -2.173 -3.929
H 2.408 -4.415 2.243
H 4.041 -3.728 2.929
H 3.775 -3.892 0.985
H 3.115 -1.373 1.351
H 0.789 -3.309 1.287
H 0.485 -2.341 2.917
H -1.376 -0.121 2.983
H -2.371 -1.229 1.749
H -2.751 1.035 0.222
H -1.619 2.010 1.506
H -3.538 0.687 2.967
H 1.159 1.231 -0.627
H 2.429 0.549 0.586
H 1.988 1.106 2.924
H 1.499 2.911 3.259
H 5.079 2.540 3.052
H 4.154 0.905 2.908
H 6.470 1.455 1.374
H 5.123 0.284 0.766
H 5.981 2.185 -0.686
H -0.474 -0.512 -1.779
H -1.441 -2.014 -1.072
H 1.900 -2.001 -1.462
H 1.564 -4.429 -0.774
H 0.746 -4.586 -2.466
H -0.337 -4.257 -0.888
C -5.923 -3.516 -0.598
O -5.022 -2.553 -0.061
C -5.543 -1.222 -0.135
C -6.107 -0.767 1.215
O -7.262 -1.529 1.581
C -6.964 -2.543 2.536
H -5.592 -4.510 -0.279
H -6.947 -3.362 -0.242
H -5.902 -3.471 -1.693
H -6.301 -1.144 -0.924
H -4.708 -0.567 -0.406
H -6.426 0.274 1.129
H -5.341 -0.824 2.001
H -6.839 -2.090 3.524
H -6.061 -3.101 2.270
H -7.806 -3.239 2.571
C 2.515 4.539 -5.271
O 1.943 5.118 -4.102
C 0.808 4.383 -3.632
C 1.177 3.485 -2.447
O 2.075 2.444 -2.842
C 3.426 2.728 -2.489
H 3.506 4.979 -5.421
H 2.629 3.454 -5.177
H 1.890 4.771 -6.141
H 0.360 3.798 -4.445
H 0.068 5.118 -3.300
H 0.269 3.001 -2.078
H 1.605 4.075 -1.624
H 3.566 2.565 -1.416
H 3.707 3.754 -2.745
H 4.075 2.041 -3.038
*
```

Entry from OMol25: a molecular structure, C20H46Cl4O9 at a distorted geometry (ωB97M-V/def2-TZVPD).

Its frontier orbital gap is 8.41 eV. The calculation puts the HOMO energy at -8.147 eV. The calculation puts the calculated total energy at -89979.7727 eV. The LUMO energy is 0.262 eV.

Structure (ORCA input):
```
! RIJCOSX wB97M-V def2-TZVPD def2/J DEFGRID3
* xyz 0 1
C 0.155 -0.716 4.487
C -1.024 -1.515 4.003
C -0.940 -1.652 2.472
O 0.254 -0.971 2.184
C 0.492 0.017 3.176
H 1.008 -1.282 4.864
H -0.119 -0.033 5.291
H -2.035 -1.172 4.221
H -0.893 -2.504 4.443
H -1.880 -1.183 2.183
H -0.897 -2.690 2.144
H -0.172 0.867 3.019
H 1.505 0.397 3.041
C -1.725 -3.251 -0.720
C -0.940 -2.701 -1.919
C 0.205 -1.965 -1.249
O 0.264 -2.396 0.118
C -1.032 -2.827 0.492
H -1.799 -4.335 -0.809
H -2.736 -2.854 -0.803
H -1.520 -1.970 -2.483
H -0.713 -3.435 -2.692
H 0.079 -0.886 -1.169
H 1.162 -1.996 -1.769
H -1.594 -2.089 1.064
H -0.949 -3.688 1.154
C 0.719 3.510 -2.997
C -0.469 4.347 -2.505
C -0.610 4.072 -1.016
O 0.700 3.786 -0.679
C 1.391 3.127 -1.724
H 1.302 4.187 -3.621
H 0.451 2.671 -3.639
H -1.425 4.082 -2.956
H -0.350 5.377 -2.842
H -1.243 3.210 -0.808
H -1.093 4.867 -0.447
H 1.304 2.058 -1.532
H 2.419 3.480 -1.641
C 1.627 -0.657 -3.438
C 0.195 -0.106 -3.286
O -0.615 -0.370 -4.435
O 1.566 -2.114 -3.537
H 2.157 -0.289 -2.560
H 2.059 -0.339 -4.387
H 0.302 0.976 -3.212
H -0.225 -0.530 -2.374
H -0.518 0.388 -5.016
H 1.264 -2.345 -4.418
C -2.696 1.261 0.031
C -1.734 0.328 -0.824
O -2.485 -0.767 -1.222
O -3.471 2.050 -0.845
H -2.167 1.941 0.699
H -3.440 0.711 0.606
H -1.007 -0.040 -0.101
H -1.136 0.741 -1.636
H -2.304 -0.891 -2.156
H -4.196 1.532 -1.202
C 1.816 -3.201 3.106
C 2.278 -2.403 1.865
O 2.286 -1.006 2.130
O 1.866 -4.611 2.851
H 0.795 -2.922 3.369
H 2.304 -2.888 4.029
H 1.582 -2.560 1.041
H 3.289 -2.699 1.588
H 1.404 -0.739 2.399
H 1.755 -4.967 3.735
C 1.056 4.186 1.273
Cl 0.601 5.865 0.965
Cl 1.497 3.901 2.970
H 0.290 3.453 1.020
H 1.920 3.883 0.682
C 1.076 0.569 0.449
Cl 0.812 0.660 -1.295
Cl 0.115 1.829 1.301
H 0.705 -0.406 0.763
H 2.126 0.630 0.737
*
```